[1]
The following is a DFT calculation (the ωB97M-V functional and the def2-TZVPD basis) of a structure of composition C20H50NO2P2Si4Zr at a distorted geometry.

The calculation puts the orbital gap at 6.1 eV. As for the charge: +3. As for the energy relative to the best compared isomer or geometry (same formula, charge and spin): 0.046 eV.

Geometry (Å):
Si1 -3.208 3.475 0.113
H1 -5.008 5.091 -0.391
O1 2.643 -2.632 2.418
C1 -4.220 0.933 3.086
C2 -2.059 3.962 -1.298
H2 1.081 -2.898 -0.896
H3 -1.644 1.189 4.636
H4 -7.107 0.307 -0.289
H5 -1.015 3.715 -1.065
C3 -4.545 0.840 -2.345
H6 -2.498 -1.460 3.799
O2 1.765 -0.138 4.791
H7 4.100 -0.125 -3.965
H8 -2.934 -1.705 -2.881
H9 -3.189 4.022 2.547
C4 2.160 1.088 -1.471
H10 -3.586 0.552 -2.792
H11 0.303 4.323 0.769
H12 2.977 2.734 -0.376
C5 1.498 -1.090 -2.011
C6 -2.299 -1.302 2.725
Si2 -2.634 1.230 0.106
H13 -5.395 3.540 -1.146
H14 -1.311 -1.727 2.518
C7 0.967 3.828 1.488
H15 -5.635 3.773 0.602
P1 -1.128 -1.905 -1.175
C8 2.516 -1.184 -2.963
H16 -1.722 2.610 3.586
H17 -4.973 0.236 2.713
H18 3.224 -3.412 2.528
H19 -2.545 -3.619 -0.189
C9 2.714 1.715 1.964
H20 -1.582 -2.797 -3.360
C10 -4.980 4.002 -0.244
H21 -1.598 4.367 1.836
N1 1.314 0.030 -1.269
H22 -4.551 1.951 2.859
H23 -4.522 -1.869 0.646
C11 0.630 -2.273 -1.702
C12 3.102 1.072 -2.487
C13 -1.581 -3.587 -0.705
H24 -6.530 1.934 0.096
H25 2.622 -2.115 -3.495
H26 3.350 2.615 1.870
Si3 -2.488 0.543 2.420
H27 -4.665 1.920 -2.474
H28 -0.365 1.485 3.442
Zr1 -0.338 0.061 0.348
P2 1.172 2.073 1.057
H29 2.444 -2.376 3.341
H30 3.686 1.991 -2.644
H31 2.003 0.086 5.710
H32 0.525 -2.893 -2.613
H33 -2.146 5.043 -1.442
C14 -1.442 1.551 3.616
H34 -3.049 -1.890 2.176
Si4 -4.675 0.351 -0.534
C15 -2.675 4.401 1.659
H35 -4.215 0.832 4.179
H36 -1.348 -1.018 -3.423
C16 1.983 2.313 -0.597
H37 -5.474 -1.944 -0.859
H38 -2.966 5.456 1.521
H39 -1.640 -4.210 -1.606
H40 2.532 1.481 3.026
H41 -0.794 -3.982 -0.056
H42 -3.697 -1.926 -0.926
C17 3.322 -0.076 -3.216
H43 -2.334 3.444 -2.219
C18 -4.571 -1.531 -0.392
H44 3.221 0.866 1.479
H45 1.396 3.079 -1.153
H46 -5.358 0.325 -2.871
H47 -6.377 0.636 1.290
H48 0.909 0.289 4.620
C19 -1.837 -1.842 -2.878
H49 0.573 3.920 2.507
C20 -6.315 0.872 0.224
H50 1.953 4.305 1.450

Atoms 1-2, force components in eV/Å:
0.3 2.0 -0.2
0.2 -0.2 0.1


[2]
The following is a DFT calculation (the ωB97M-V functional and the def2-TZVPD basis) of a cluster of 6 separate species, C20H52F6N4O10S2 in total at a distorted geometry.

The calculation puts the orbital gap at 5.5 eV. As for the charge: +2.

Geometry (Å):
H1 -3.855 -5.153 2.144
O1 1.104 -0.542 -0.863
H2 7.799 0.736 0.826
O2 -6.115 6.295 -2.903
F1 2.460 0.921 5.959
H3 -2.322 8.524 0.008
H4 1.140 -1.447 -5.832
C1 -2.785 -1.782 -7.689
C2 7.259 -1.383 0.699
H5 -4.270 -6.732 2.779
C3 -0.882 0.665 0.440
H6 5.972 0.649 2.229
H7 -3.142 0.554 -6.117
H8 -1.892 -7.445 3.049
H9 -0.965 -0.158 -6.724
H10 6.940 0.009 3.477
H11 -3.413 -0.406 -4.625
O3 1.801 1.067 0.910
C4 -2.745 -2.751 -5.247
H12 6.765 -3.916 0.169
H13 -4.728 -5.320 3.620
N1 6.902 0.465 2.577
H14 0.412 -6.688 4.177
C5 -4.171 9.106 -1.763
H15 -4.555 6.054 -0.317
H16 7.970 -2.057 0.221
C6 2.589 1.235 7.259
H17 6.697 -1.056 -0.176
C7 -4.880 7.092 -0.393
H18 -1.137 -4.621 5.369
H19 -1.345 -5.829 2.457
H20 -0.992 -0.405 -5.059
N2 -0.316 -4.947 4.878
H21 9.610 0.566 2.732
H22 -2.415 6.792 0.021
C8 0.216 -1.965 -6.089
H23 -4.481 -0.692 -5.947
C9 -0.606 -6.393 4.430
H24 -2.767 -2.559 -4.174
O4 0.711 -1.091 1.439
O5 3.143 -1.502 7.901
H25 5.174 -3.267 0.279
H26 9.432 -1.217 2.638
H27 -4.692 7.755 0.452
H28 -2.119 -7.169 5.807
F2 -1.784 -0.220 0.743
H29 -2.381 -2.787 -7.815
H30 -6.930 6.469 -3.379
C10 -1.038 -7.256 5.697
C11 -1.006 -0.966 -5.994
O6 0.273 -2.538 -7.367
C12 -1.652 -6.417 3.322
H31 -5.869 7.244 -0.823
C13 -5.088 7.015 -3.489
H32 -0.472 -7.004 6.594
O7 4.930 0.052 7.515
H33 -5.247 9.247 -1.861
H34 -2.934 7.327 -3.332
H35 10.061 -0.324 1.467
C14 -3.455 -0.409 -5.714
H36 -3.706 -3.135 -5.588
H37 5.871 -4.362 1.457
C15 9.214 -0.267 2.151
H38 -0.034 -4.392 4.083
C16 6.066 -3.462 0.873
H39 -0.900 -8.330 5.566
F3 1.385 1.280 7.876
H40 -4.929 6.462 -4.414
C17 -3.712 6.838 -2.746
H41 1.130 -2.891 -7.616
O8 6.535 -2.262 1.567
H42 -1.553 7.662 -1.302
S1 0.910 -0.038 0.462
H43 -4.015 9.784 -0.924
H44 -3.672 9.387 -2.690
N3 -3.841 7.679 -1.379
C18 -3.898 -5.746 3.057
H45 0.155 -2.804 -5.397
F4 -1.097 1.012 -0.791
H46 -2.414 -1.099 -8.453
N4 -2.488 -1.509 -6.160
H47 7.253 1.411 2.627
S2 3.708 -0.159 8.194
H48 0.451 -4.920 5.534
H49 -5.399 8.018 -3.782
O9 -2.792 -5.785 3.904
H50 -3.496 5.789 -2.546
C19 -2.422 7.655 -0.644
F5 3.201 2.421 7.404
F6 -1.025 1.701 1.276
H51 -3.869 -1.727 -7.791
H52 -2.065 -3.558 -5.520
O10 3.709 0.067 9.645
C20 7.824 -0.140 1.474

Atoms 1-2, force components in eV/Å:
0.8 0.2 0.0
0.2 0.1 -1.4


[3]
The following is a DFT calculation (the ωB97M-V functional and the def2-TZVPD basis) of a structure of composition C20H52INO8.

The calculation puts the orbital gap at 8.6 eV. As for the charge: 0.

Geometry (Å):
H1 -8.027 -4.021 4.229
C1 2.481 3.881 -3.982
C2 4.889 -0.185 -2.423
H2 -3.848 -3.231 2.607
C3 4.144 0.405 -6.285
H3 1.435 1.310 1.406
H4 -0.781 1.413 3.356
H5 5.156 -1.211 -2.688
C4 2.501 0.317 3.560
H6 -0.535 -0.965 -1.018
H7 2.536 0.169 4.640
C5 2.696 -0.022 -6.116
H8 -8.451 -5.070 6.427
H9 -0.982 -2.763 3.156
H10 -0.786 0.152 -2.364
O1 -3.003 1.457 -1.958
C6 -1.719 -2.355 3.848
H11 -4.347 -1.849 4.585
I1 -3.987 -0.170 -1.375
H12 3.065 -0.484 3.082
C7 3.922 -0.160 -1.256
H13 -7.221 -1.546 5.824
H14 1.804 5.689 -2.998
H15 3.650 0.879 -1.045
O2 2.682 -0.771 -1.615
H16 -4.636 -0.531 3.446
H17 -8.074 -3.548 7.245
H18 0.672 2.412 3.506
C8 -0.446 0.081 -1.326
H19 5.808 0.355 -2.191
H20 5.512 1.045 -7.828
O3 5.022 -0.597 -5.767
H21 3.764 -0.746 0.813
C9 4.472 0.734 -7.731
C10 -7.642 -3.544 5.132
H22 4.337 1.280 -5.662
O4 1.024 0.468 1.638
C11 1.068 0.338 3.060
C12 -8.473 -3.986 6.325
H23 2.018 0.770 -6.433
H24 3.007 4.398 -4.787
H25 2.971 2.919 -2.116
H26 -7.055 -1.764 4.078
H27 2.848 -1.701 -1.805
O5 -6.300 -4.025 5.241
H28 4.731 -1.844 -0.182
H29 -5.917 -3.640 6.038
H30 1.448 2.226 -3.934
H31 0.602 -0.631 3.253
H32 -2.140 -3.183 4.425
H33 0.226 1.304 4.810
C13 1.386 4.780 -3.433
C14 4.492 -0.793 0.002
N1 -1.287 0.945 -0.476
C15 -7.654 -2.036 4.947
H34 3.950 4.352 -2.457
H35 4.258 2.839 -3.326
C16 0.245 1.429 3.726
H36 3.831 1.534 -8.104
H37 -0.747 1.398 0.251
O6 1.926 2.725 -4.608
O7 -3.431 -2.501 2.134
H38 2.483 -0.262 -5.074
H39 -2.380 -0.838 2.483
H40 0.691 5.060 -4.224
H41 4.858 -1.416 -6.247
C17 -2.821 -1.635 3.087
H42 2.499 -0.913 -6.721
H43 -3.425 -0.340 4.725
O8 -1.803 3.116 -1.103
H44 0.822 4.259 -2.655
H45 2.996 1.266 3.332
H46 -1.213 -1.681 4.542
C18 -2.000 1.928 -1.153
H47 0.604 0.384 -1.288
H48 4.431 0.266 -3.302
H49 -9.510 -3.665 6.222
H50 -8.666 -1.653 4.810
C19 -3.865 -1.046 4.019
H51 5.408 -0.290 0.317
H52 4.320 -0.146 -8.363
C20 3.480 3.477 -2.908

Atoms 1-2, force components in eV/Å:
0.0 0.0 0.0
0.0 0.1 0.1


| no. | calculated total energy (hartree) | highest occupied orbital energy (eV) |
| --- | --- | --- |
| 1 | -2884.12621 | -16.87 |
| 2 | -3159.41509 | -9.32 |
| 3 | -1747.55211 | -9.18 |